C36H38F6LiN9O6 as an isolated structure. Source: the OMol25 dataset; level of theory: ωB97M-V with the def2-TZVPD basis set.

CARTESIAN COORDINATES (ANGSTROEM)
Li (-0.81428, -1.67137, 0.63825)
C (3.71919, 2.11481, -2.90347)
O (2.70958, 2.62941, -2.06444)
C (3.03412, 3.60391, -1.18627)
C (4.16165, 4.40605, -1.29774)
C (4.37813, 5.44933, -0.40249)
C (3.46460, 5.68739, 0.60931)
C (2.35973, 4.85498, 0.75150)
C (2.13274, 3.79670, -0.11864)
N (1.00499, 2.98829, 0.02912)
C (0.97273, 1.57291, 0.06918)
N (2.19702, 0.98385, 0.16537)
C (2.56742, -0.34825, -0.19894)
C (1.64422, -1.32750, -0.56462)
C (2.25060, -2.53153, -0.97374)
C (3.61888, -2.77803, -0.97492)
C (4.49886, -1.77701, -0.55625)
C (3.95640, -0.55827, -0.18091)
O (4.73478, 0.53573, 0.19191)
C (6.11493, 0.32888, 0.32354)
N (-0.10897, 0.91214, 0.05657)
C (-1.36893, 1.52394, -0.12971)
C (-2.87727, 1.22439, 1.39354)
C (-4.03786, 2.23464, 1.22286)
C (-3.51567, 3.40821, -0.57348)
C (-2.51642, 3.12548, -1.63774)
C (-1.55201, 2.22106, -1.47133)
O (-0.71743, 1.94459, -2.50461)
C (-0.50369, 0.55314, -2.80597)
H (3.28751, 1.24349, -3.38885)
H (4.59107, 1.80205, -2.32062)
H (4.02840, 2.84356, -3.66076)
H (4.85983, 4.24406, -2.10767)
H (5.25723, 6.07257, -0.51150)
H (3.62138, 6.49683, 1.31161)
H (1.65214, 5.00956, 1.55884)
H (0.21792, 3.42844, 0.48097)
H (2.97406, 1.59203, 0.35045)
H (1.58699, -3.31434, -1.34667)
H (4.03372, -3.72997, -1.30542)
H (5.56465, -1.95535, -0.54221)
H (6.54096, 1.26681, 0.67741)
H (6.58073, 0.06348, -0.63346)
H (6.33780, -0.46233, 1.04654)
H (-2.87040, 0.58815, 2.27726)
H (-4.74389, 2.31394, 2.05006)
H (-4.01841, 4.35732, -0.77681)
H (-2.64032, 3.58396, -2.61339)
H (-0.03571, 0.54422, -3.78892)
H (-1.45996, 0.02506, -2.85816)
H (0.12321, 0.04866, -2.07029)
N (2.31703, -5.97571, -0.17630)
C (1.50314, -6.73512, 0.60656)
N (1.66721, -8.10497, 0.47251)
N (0.61204, -6.29508, 1.41721)
C (0.54818, -4.96770, 1.62878)
N (0.48077, -3.83941, 1.86302)
H (3.22880, -6.35589, -0.37098)
H (2.31332, -4.97871, 0.02586)
H (1.78415, -8.40244, -0.48509)
H (0.91190, -8.59255, 0.93286)
C (0.60842, -0.34581, 3.24130)
C (-0.77057, -0.98055, 2.86416)
O (-1.52738, -1.08696, 3.84666)
H (0.77544, -0.32613, 4.33391)
H (0.60369, 0.68362, 2.85635)
H (1.42170, -0.87292, 2.72791)
N (-4.06592, 5.26098, 1.90049)
C (-2.86696, 4.66140, 1.58994)
O (-1.80901, 5.19589, 1.86800)
C (-2.98413, 3.34362, 0.89571)
C (-4.59687, 2.27189, -0.22197)
C (-4.49656, 0.97902, -0.96505)
C (-3.43276, 0.19698, -0.79418)
N (-2.44714, 0.50879, 0.17681)
C (-1.84401, 2.33857, 1.11931)
H (-4.02227, 6.23242, 2.15809)
H (-4.90673, 4.93257, 1.45782)
H (-5.61071, 2.67402, -0.27832)
H (-5.27675, 0.70013, -1.66530)
H (-3.27625, -0.72859, -1.33730)
H (-1.07878, 2.62451, 1.83717)
C (-2.74836, -5.00075, 0.47425)
C (-3.22537, -3.61563, -0.02060)
O (-2.28005, -2.70166, -0.10942)
C (-4.36336, -3.16290, 0.95615)
F (-3.96383, -3.25818, 2.22739)
F (-5.49991, -3.92385, 0.85978)
F (-4.75057, -1.89857, 0.75528)
C (-3.87759, -3.85661, -1.43248)
F (-2.91430, -4.05318, -2.35266)
F (-4.68662, -4.94749, -1.52448)
F (-4.61585, -2.81665, -1.87228)
H (-2.19198, -4.83361, 1.39384)
H (-2.07162, -5.42157, -0.27212)
H (-3.57047, -5.69530, 0.65714)

Cartesian forces (eV/Å) of the 2 atoms listed first:
-0.1 0.2 0.2
0.0 0.0 0.1

Results
Total charge: -2
Highest occupied orbital energy: 0.6949 eV
Frontier orbital gap: 3.38 eV
DFT total energy: -2945.51517 a.u.


C36H38N2O2PRhSTe as an isolated structure. Source: the OMol25 dataset; level of theory: ωB97M-V with the def2-TZVPD basis set.

CARTESIAN COORDINATES (ANGSTROEM)
Rh (0.41387, -0.27410, 0.00954)
C (-5.41458, -0.20774, -1.47035)
C (-5.35352, -1.39321, -0.75338)
C (-4.12878, -1.89587, -0.33115)
C (-2.95472, -1.20623, -0.61285)
C (-3.02373, -0.01872, -1.34335)
C (-4.24388, 0.47648, -1.77332)
P (-1.27395, -1.82849, -0.23595)
C (-1.52076, -3.24020, 0.89055)
C (-2.34615, -3.13991, 2.00994)
C (-2.42248, -4.17267, 2.93155)
C (-1.66283, -5.31970, 2.75125)
C (-0.83684, -5.42972, 1.64372)
C (-0.76152, -4.39711, 0.72000)
C (-0.85116, -2.53728, -1.85028)
C (-1.40662, -3.66273, -2.39357)
C (-1.06716, -4.04301, -3.70847)
C (-0.22097, -3.26534, -4.44991)
C (0.33578, -2.07630, -3.91848)
C (1.16796, -1.22080, -4.68212)
C (1.63232, -0.06501, -4.12984)
C (1.34439, 0.27499, -2.78407)
C (0.58379, -0.53840, -1.97813)
C (0.03842, -1.72108, -2.58335)
H (-6.36996, 0.17776, -1.80200)
H (-6.26123, -1.93819, -0.52867)
H (-4.09403, -2.83448, 0.20595)
H (-2.10519, 0.50490, -1.58832)
H (-4.28300, 1.39294, -2.34797)
H (-2.94345, -2.25103, 2.16475)
H (-3.07098, -4.07764, 3.79320)
H (-1.71586, -6.12482, 3.47294)
H (-0.23280, -6.31571, 1.50009)
H (-0.10455, -4.49038, -0.13158)
H (-2.10824, -4.26101, -1.82372)
H (-1.49266, -4.94406, -4.13104)
H (0.02686, -3.54503, -5.46739)
H (1.41871, -1.49462, -5.69997)
H (2.24888, 0.60281, -4.72011)
H (1.74883, 1.19790, -2.39159)
C (5.00587, 5.71850, 2.62930)
C (3.67753, 5.62662, 1.88854)
N (2.54991, 5.30148, 2.75308)
C (2.06808, 6.34944, 3.65385)
C (2.49376, 6.12896, 5.09864)
C (1.81741, 4.16154, 2.68708)
O (0.78655, 4.01752, 3.33461)
C (2.30341, 3.05240, 1.80150)
C (3.55271, 2.45598, 1.93926)
C (3.91458, 1.43749, 1.08157)
C (3.00510, 1.02807, 0.11597)
N (1.77302, 1.54316, 0.02334)
C (1.44247, 2.53545, 0.85451)
H (5.82642, 5.80265, 1.91608)
H (5.17427, 4.83333, 3.24330)
H (5.03846, 6.59120, 3.28242)
H (3.73649, 4.89054, 1.09028)
H (3.46091, 6.58751, 1.41324)
H (0.98057, 6.36858, 3.59714)
H (2.44717, 7.29965, 3.27451)
H (2.11021, 5.17377, 5.45572)
H (2.09063, 6.91752, 5.73532)
H (3.57924, 6.12875, 5.19985)
H (4.22724, 2.78065, 2.72240)
H (4.87098, 0.94191, 1.16187)
H (3.25734, 0.26740, -0.61164)
H (0.44296, 2.94099, 0.75222)
O (0.16602, 0.38545, 2.23949)
S (-1.30871, 0.34451, 2.58609)
C (-1.40985, 1.13163, 4.23133)
C (-2.11318, 2.48303, 4.10149)
C (-1.82190, 2.98053, 2.69043)
C (-2.08529, 1.78379, 1.78973)
H (-0.36108, 1.22930, 4.51554)
H (-1.90725, 0.44300, 4.91224)
H (-1.75548, 3.17837, 4.86034)
H (-3.18985, 2.35874, 4.24094)
H (-0.77497, 3.28229, 2.62532)
H (-2.44425, 3.83309, 2.41523)
H (-1.64845, 1.84052, 0.79271)
H (-3.14993, 1.55727, 1.69300)
Te (2.00001, -2.22452, 0.68186)

Cartesian forces (eV/Å) of the 2 atoms listed first:
-1.6 0.3 -0.6
0.0 0.0 0.0

Results
Total charge: 0
Highest occupied orbital energy (spin up / spin down): -5.6862 / -5.6092 eV
ΔE to the lowest compared entry with this formula, charge and spin: 55.9 kJ/mol
Frontier orbital gap (spin up / spin down): 5.49 / 5.39 eV
DFT total energy: -2772.71421 a.u.


Listing molar mass for the structures above in their given order: 813.7, 824.3 g/mol.